Here is a cluster of 12 separate species, C58H97BN16O14 in total from OMol25. Energies are from ωB97M-V with the def2-TZVPD basis set.

```
! wB97M-V def2-TZVPD RIJCOSX def2/J DEFGRID3
* xyz 4 1
O -6.37 3.63 -0.55
O 1.11 -0.22 -0.76
O 0.56 -0.10 1.49
O 3.34 -0.55 -0.52
O 2.67 -0.12 2.36
O -3.10 -1.72 -0.37
O -3.64 0.28 -6.44
O 5.80 -4.05 2.90
O -1.85 1.63 -6.27
O -0.92 0.98 -0.05
O -7.09 4.82 -2.31
O -3.04 1.17 -0.97
O 4.31 -5.66 2.41
O -0.84 -1.40 0.02
N 2.28 -2.64 -3.77
N 2.16 -0.58 -4.54
N 9.50 0.29 1.33
N 5.63 0.04 6.30
N -6.75 -4.36 -2.45
N -5.88 -4.36 -0.37
N -1.33 -3.12 4.20
N -6.50 0.24 -1.23
N -0.65 3.72 1.29
N -1.70 5.02 -3.95
N 7.33 0.16 1.69
N 0.31 -4.48 3.30
N -6.39 -0.44 0.93
N 4.34 -1.72 5.51
N 1.49 4.29 1.34
N -1.45 7.12 -4.56
C -2.37 5.24 -5.14
C 0.41 -6.80 2.61
C -6.94 -4.22 -3.85
C 1.11 -1.33 -5.08
C -7.43 -0.75 -1.07
C 10.95 0.01 1.47
C -2.18 0.05 -4.64
C -0.01 2.92 2.25
C -2.55 0.60 -5.95
C -7.43 -1.12 0.29
C -5.62 -4.02 -1.67
C -5.63 -0.10 -3.61
C -1.25 9.39 -5.60
C 7.61 0.99 0.63
C 1.30 3.29 2.28
C 3.92 -3.51 1.61
C -4.64 -5.62 1.39
C 2.95 -1.47 -3.85
C 2.24 -0.34 -0.12
C -2.13 3.78 0.96
C -6.21 4.34 -1.57
C -6.06 0.86 -2.43
C 8.52 -0.22 2.16
C 2.70 -3.79 -3.06
C 5.98 0.10 2.18
C 6.45 -1.00 5.96
C -0.63 -4.27 4.34
C 2.77 4.98 1.06
C 6.01 1.39 6.85
C 5.66 -2.09 5.54
C 4.77 -4.48 2.39
C -5.84 0.45 -0.01
C -7.20 -4.92 -0.33
C 1.17 -2.62 -4.57
C 0.11 -3.51 2.38
C 3.22 -2.47 4.96
C -2.06 -1.07 -0.37
C -6.02 -0.76 2.31
C 1.94 -2.27 5.81
C 0.29 4.60 0.78
C 5.59 1.45 2.81
C 2.28 1.38 -5.92
C -2.35 -2.52 5.11
C 1.17 -5.66 3.17
C -2.40 6.60 -5.42
C -4.95 -4.26 0.80
C 1.85 -0.20 1.39
C -1.12 6.20 -3.66
C -1.56 3.75 -3.32
C -4.78 4.53 -1.92
C 2.43 0.83 -4.51
C -1.00 8.53 -4.45
C -0.89 -2.71 2.91
C 4.34 -0.45 6.14
C 8.90 1.11 0.40
C -7.73 -4.88 -1.65
C 3.81 3.99 0.44
C -2.08 0.54 -0.47
B -0.02 -0.18 0.14
H -4.10 3.83 -1.44
H -0.52 2.12 2.75
H 1.53 -5.92 4.16
H 3.39 0.98 -4.03
H -4.69 -0.58 -3.35
H -2.27 3.60 -2.51
H -1.93 -1.63 5.58
H 1.95 -5.24 2.54
H -5.47 -6.33 1.31
H 4.58 -2.69 1.34
H -2.81 -3.13 5.88
H 3.55 -3.51 4.86
H -5.34 -3.54 1.52
H -2.52 4.69 1.41
H 11.11 -0.92 2.01
H 3.48 0.16 6.40
H -8.11 -1.05 -1.86
H -4.97 1.07 0.16
H 5.88 2.21 2.09
H 11.27 0.90 2.01
H -2.78 0.46 -3.82
H -0.79 -4.89 5.21
H -7.67 -5.24 0.59
H 6.65 1.85 6.10
H -5.64 0.18 2.71
H 4.80 4.45 0.42
H 1.85 -1.23 6.12
H 5.99 1.58 3.81
H 3.18 5.30 2.02
H 2.62 -4.69 -3.67
H 3.43 3.72 -0.54
H -6.95 1.46 -2.62
H -0.51 3.57 -3.09
H 9.58 1.66 -0.24
H 5.34 -0.39 1.44
H 1.94 -3.80 -2.28
H -5.94 -4.05 -4.26
H 11.40 -0.01 0.47
H -1.39 -1.82 2.53
H -3.09 4.51 -5.48
H -3.07 7.15 -6.06
H -4.01 -3.84 0.43
H -2.64 2.89 1.33
H -8.70 -5.13 -2.05
H 2.70 5.85 0.41
H -7.45 -5.14 -4.16
H 6.74 1.39 0.13
H -6.48 -0.78 -3.66
H 3.88 3.09 1.04
H 4.51 1.61 2.85
H 1.99 -3.04 6.57
H 3.07 -3.00 2.05
H 2.12 3.02 2.93
H -5.61 0.47 -4.54
H 3.53 -3.98 0.70
H -7.56 -3.34 -4.02
H -0.76 10.36 -5.54
H 5.89 -3.10 5.23
H 0.59 -3.57 1.41
H 5.85 -0.70 2.90
H -0.04 -6.52 1.66
H -5.13 -1.39 2.39
H -4.45 -5.40 2.44
H -5.29 1.61 -2.28
H 2.37 2.46 -5.99
H 8.61 -0.89 3.00
H -0.47 6.47 -2.85
H 5.04 1.89 6.92
H -1.18 0.28 -4.27
H -1.02 9.05 -6.61
H 3.84 -1.24 -3.29
H 1.01 -2.41 5.25
H -7.97 -1.87 0.86
H 3.13 -2.08 3.94
H 3.19 1.02 -6.41
H 1.82 1.34 -3.77
H -6.91 -1.07 2.87
H 0.45 -3.41 -4.72
H -1.11 9.00 -3.46
H -2.26 3.91 -0.12
H -2.27 -1.03 -4.53
H 1.32 1.22 -6.41
H 0.48 -0.89 -5.84
H -0.34 -7.33 3.19
H -4.42 5.52 -1.63
H 0.12 5.27 -0.05
H 3.68 -3.71 -2.58
H 6.46 1.18 7.82
H -1.81 3.01 -4.08
H 0.08 8.38 -4.43
H -2.32 9.55 -5.47
H 7.51 -0.93 6.19
H -4.60 4.43 -2.99
H -3.91 -6.11 0.74
H -3.21 -2.20 4.52
H -4.76 -3.41 -1.90
H 0.99 -7.70 2.42
*
```

Output
energy relative to the best compared isomer or geometry (same formula, charge and spin): 141.1 kJ/mol
orbital gap: 4.902 eV
E_LUMO: -7.71 eV
HOMO energy: -12.6 eV

=====

Here is a structure of composition C43H42P2Pt from OMol25. Energies are from ωB97M-V with the def2-TZVPD basis set.

```
! wB97M-V def2-TZVPD RIJCOSX def2/J DEFGRID3
* xyz 2 5
Pt 0.55 -1.16 -2.26
P -0.40 -1.40 -8.02
P 1.02 0.70 -8.12
C -1.91 -3.24 -4.10
C 1.51 -0.87 4.08
C -1.74 -2.82 -10.19
C -1.79 2.66 -0.46
C -0.81 0.34 3.18
C 2.92 1.97 -6.56
C 0.34 -4.67 -10.38
C -0.60 0.13 4.55
C -2.15 -2.86 -6.48
C 1.95 0.86 -9.73
C 0.15 -0.45 -0.50
C -1.68 1.56 -3.57
C -2.32 1.53 0.46
C 3.54 1.95 -11.21
C 1.64 2.10 -7.14
C 3.41 2.99 -5.74
C 1.42 4.28 -6.11
C -1.75 -3.79 -11.19
C -0.65 -2.71 -9.31
C -2.85 0.36 -0.29
C 3.40 0.94 -12.15
C 0.09 -0.16 0.75
C 0.38 -3.66 -9.43
C -2.62 -3.44 -5.29
C -0.67 2.34 -1.40
C -0.76 -2.45 -4.08
C 0.56 -0.51 5.04
C 2.47 -0.07 -11.92
C -0.97 -2.11 -6.46
C -0.26 -1.93 -5.25
C 2.83 1.92 -10.00
C -1.42 -0.02 -8.59
C -2.75 0.05 -1.61
C -0.64 2.23 -2.74
C -0.65 1.09 -8.68
C -2.90 0.91 -2.80
C -0.72 -4.73 -11.28
C 1.35 -0.60 2.71
C 0.14 -0.10 2.19
C 2.25 -0.16 -2.42
C 0.90 3.28 -6.94
C 2.66 4.14 -5.49
C 1.71 -0.08 -10.75
H -3.52 -4.04 -5.27
H 2.29 -0.85 -12.64
H 3.52 1.06 -6.76
H -0.75 -5.51 -12.04
H -2.52 -1.02 -1.85
H -1.34 0.48 5.27
H -2.58 -2.13 -10.12
H -3.17 1.95 1.04
H 0.27 2.21 -0.89
H -1.36 3.39 0.25
H -1.74 0.86 2.93
H 4.00 0.91 -13.06
H -2.58 -3.85 -11.90
H 0.84 5.19 -5.96
H -3.60 1.75 -2.56
H 1.25 -3.59 -8.77
H 0.27 2.48 -3.30
H -2.60 3.12 -1.01
H -2.15 2.32 -4.23
H -1.23 0.83 -4.25
H 1.12 -5.42 -10.42
H 2.97 2.73 -9.29
H -2.46 -0.16 -8.87
H 2.96 -0.80 -1.84
H 2.28 -0.31 -3.52
H 3.03 4.91 -4.80
H 0.72 -0.70 6.12
H 2.13 -0.81 1.97
H -2.26 -3.65 -3.15
H -2.71 -3.04 -7.41
H -3.30 0.17 -3.53
H -1.49 1.28 1.14
H -0.90 2.03 -9.16
H -0.17 -2.39 -3.11
H 2.22 0.90 -2.12
H -0.08 3.40 -7.42
H 2.44 -1.33 4.38
H -3.34 -0.41 0.33
H 4.39 2.88 -5.29
H 4.21 2.78 -11.43
H 0.67 -1.35 -5.29
H 0.93 -0.82 -10.58
*
```

Output
energy relative to the best compared isomer or geometry (same formula, charge and spin): 440.7 kJ/mol
<S²>: 6.05
orbital gap (spin up / spin down): 5.762 / 4.615 eV
E_LUMO (spin up / spin down): -5.51 / -8.33 eV
HOMO energy (spin up / spin down): -11.3 / -12.9 eV

=====

Here is an isolated molecule of C5H7N from OMol25. Energies are from ωB97M-V with the def2-TZVPD basis set.

```
! wB97M-V def2-TZVPD RIJCOSX def2/J DEFGRID3
* xyz 0 1
N -1.17 -1.14 0.57
C -1.05 -0.28 -0.62
C 1.18 -0.16 0.34
C 0.60 1.22 0.09
C 0.10 -1.11 -0.15
C -0.63 1.14 -0.43
H -1.69 -0.56 -1.45
H 1.38 -0.30 1.42
H 1.13 2.13 0.32
H -1.12 -0.58 1.42
H 2.14 -0.31 -0.17
H 0.39 -2.03 -0.65
H -1.26 1.99 -0.68
*
```

Output
energy relative to the best compared isomer or geometry (same formula, charge and spin): 151.0 kJ/mol
structure (SMILES): C1=C[C@@H]2N[C@@H]2C1
orbital gap: 10.136 eV
E_LUMO: 1.17 eV
HOMO energy: -9.0 eV

=====

Here is a cluster of 10 separate species, C54H57F6NO4 in total from OMol25. Energies are from ωB97M-V with the def2-TZVPD basis set.

```
! wB97M-V def2-TZVPD RIJCOSX def2/J DEFGRID3
* xyz 1 2
F -5.15 4.08 -3.17
F 2.22 -5.95 -4.81
F -4.50 6.03 -2.00
F 3.67 -5.07 -3.45
F -3.33 5.31 -3.66
F 3.56 -4.48 -5.51
O 0.92 -3.41 -4.96
O -3.03 4.47 -0.58
O -3.20 2.72 -2.01
O 1.76 -3.32 -2.83
N 6.17 0.30 3.17
C -1.76 0.26 -0.34
C -3.35 3.90 -1.70
C 1.75 -3.75 -4.12
C -3.06 3.27 1.40
C 0.40 4.77 -4.71
C 4.19 3.60 -2.60
C -3.58 -5.15 2.21
C -0.62 2.17 4.58
C 3.94 -3.89 1.16
C 1.21 0.24 5.47
C 0.56 6.11 -4.60
C -0.55 -2.95 -2.32
C 0.01 3.94 -3.64
C 2.78 -4.83 -4.44
C -2.41 -4.44 1.95
C 1.45 -4.93 1.43
C 3.77 -5.26 1.11
C 4.14 1.17 2.87
C -6.64 -0.93 -1.54
C -3.08 -2.83 3.62
C 0.44 0.72 -1.25
C 5.53 1.52 2.98
C 4.15 0.90 -2.19
C -4.09 4.87 -2.71
C 0.11 5.81 -2.27
C -0.86 0.83 4.33
C 4.23 2.72 -3.68
C 4.23 3.11 -1.32
C 4.19 1.77 -1.09
C -4.47 -2.27 -0.56
C 0.25 -0.09 1.02
C -4.29 -1.44 -1.63
C -2.24 3.72 0.26
C 0.34 6.69 -3.36
C 5.29 -0.69 3.11
C 1.01 0.39 -0.03
C -4.53 -4.72 3.14
C 0.89 -2.35 -2.37
C 0.02 4.41 -2.35
C 1.58 -3.52 1.51
C 3.96 -0.18 3.06
C 2.90 -3.01 1.37
C 0.47 2.60 5.34
C 1.42 1.59 5.79
C 0.05 -0.12 4.87
C -0.94 0.75 -1.40
C -5.40 -0.71 -2.10
C -2.17 -3.32 2.67
C 4.10 1.33 -3.49
C -4.31 -3.47 3.78
C 2.51 -5.77 1.15
C -5.72 -2.54 -0.03
C -6.85 -1.84 -0.44
C -1.10 -0.21 0.84
H 2.08 0.47 0.12
H 0.45 7.76 -3.25
H 3.07 -0.78 3.14
H 4.95 -3.54 1.01
H 4.26 4.66 -2.78
H -1.27 -2.23 -1.95
H 4.03 0.57 -4.25
H -2.81 -1.89 4.07
H 4.26 -0.14 -1.90
H -2.83 0.34 -0.40
H 1.93 -0.46 5.86
H 4.58 -5.94 0.89
H 6.05 2.44 2.75
H -2.46 3.10 2.29
H -1.31 1.12 -2.34
H 0.00 6.33 -1.32
H -1.21 2.92 4.07
H -1.84 -0.59 1.52
H -0.25 3.73 -1.57
H -1.71 2.94 -0.28
H -7.83 -2.02 -0.02
H -1.75 -4.76 1.16
H -5.73 -3.23 0.79
H 3.16 -1.96 1.41
H -7.40 -0.25 -1.90
H 0.48 -5.40 1.37
H -0.04 -1.16 4.59
H 0.91 6.68 -5.44
H -1.56 4.49 0.61
H 2.49 -6.82 0.93
H 0.40 4.39 -5.72
H -0.20 2.89 -3.72
H 0.80 -0.19 1.95
H 1.14 -2.04 -1.35
H 0.95 1.16 -2.09
H -3.82 -6.07 1.70
H 0.75 -2.88 1.74
H 5.59 -1.70 3.33
H -0.84 -3.23 -3.34
H -3.74 4.07 1.70
H -1.27 -2.79 2.40
H 3.31 1.79 2.59
H -5.43 -5.32 3.20
H -0.56 -3.80 -1.64
H 1.01 -1.44 -2.96
H 4.34 1.46 -0.06
H -1.73 0.63 3.71
H -5.37 -0.10 -2.99
H -3.76 2.52 1.05
H 0.69 3.64 5.51
H -3.32 -1.29 -2.08
H 7.18 0.27 3.27
H -3.59 -2.74 -0.13
H 2.21 1.94 6.44
H 4.47 3.77 -0.50
H -5.02 -3.11 4.52
H 4.22 3.12 -4.68
*
```

Output
<S²>: 0.76
orbital gap (spin up / spin down): 6.848 / 3.062 eV
E_LUMO (spin up / spin down): -3.72 / -7.51 eV
HOMO energy (spin up / spin down): -10.6 / -10.6 eV